# 1
ORCA calculation (ωB97M-V/def2-TZVPD) on the molecule C10H16S2.

```
28
Properties=species:S:1:pos:R:3:mulliken_charge:R:1
C -1.150 0.183 1.012 -0.54
C -0.661 -1.142 0.785 1.39
C -0.696 1.322 0.440 0.01
C 0.600 -1.231 0.319 -0.09
C 0.622 1.324 -0.324 0.54
C 1.553 0.259 0.169 -0.10
C -1.587 -2.307 1.059 -1.36
C -1.352 2.597 0.814 -1.53
C 1.505 -2.375 0.271 -1.55
C 0.395 1.144 -1.854 -1.50
S 2.934 -0.028 -1.026 -0.17
S 2.063 0.531 1.943 -0.14
H -2.128 0.178 1.572 0.13
H 1.082 2.381 -0.192 0.40
H -1.829 -2.707 0.079 0.31
H -2.506 -1.842 1.619 0.34
H -1.167 -3.165 1.665 0.31
H -2.389 2.782 1.075 0.41
H -1.272 3.450 0.053 0.33
H -0.684 3.037 1.604 0.28
H 1.167 -3.466 0.321 0.37
H 2.191 -2.311 1.223 0.32
H 2.300 -2.447 -0.490 0.33
H 0.499 0.046 -1.982 0.40
H 1.140 1.706 -2.383 0.39
H -0.679 1.441 -1.884 0.43
H 3.429 -0.949 -0.300 0.13
H 3.144 1.205 1.718 0.15
```

* energy above the lowest of the compared OMol25 structures with the same formula, charge and spin: 1.3816 eV
* 2S+1: 1
* HOMO-LUMO gap: 8.5 eV

=====

# 2
ORCA calculation (ωB97M-V/def2-TZVPD) on a structure of composition C9H9NO.

```
20
Properties=species:S:1:pos:R:3:mulliken_charge:R:1
C -0.048 -0.494 1.203 0.18
C -0.641 -0.996 -0.084 -0.96
C 0.426 0.913 0.709 -0.69
C -0.576 1.586 -2.716 -0.24
C -0.011 2.161 -1.646 -0.91
C -0.641 -0.031 -1.028 0.20
C 0.591 -1.827 2.450 0.52
C -1.056 0.179 -2.453 -0.63
C -0.031 1.223 -0.567 0.53
N 1.731 -1.445 3.001 -0.33
O -0.099 -2.778 2.614 -0.52
H -0.875 -0.255 1.883 0.23
H -1.018 -1.994 -0.189 0.44
H 0.924 1.591 1.386 0.36
H -0.688 2.045 -3.685 0.42
H 0.410 3.149 -1.590 0.43
H -2.138 0.105 -2.596 0.24
H -0.588 -0.535 -3.137 0.26
H 2.168 -0.583 2.727 0.23
H 2.160 -2.014 3.718 0.24
```

* energy above the lowest of the compared OMol25 structures with the same formula, charge and spin: 3.2374 eV
* 2S+1: 1
* HOMO-LUMO gap: 8.5 eV

=====

# 3
ORCA calculation (ωB97M-V/def2-TZVPD) on a cluster of 15 separate species, C21H9BrCl56N2O in total.

```
90
Properties=species:S:1:pos:R:3:mulliken_charge:R:1
C 2.296 -3.521 0.620 -1.02
C 1.479 -3.694 -0.739 0.73
C 0.494 -4.926 -0.698 -0.42
O -0.870 -4.626 -1.034 0.21
C -1.555 -3.755 -0.170 0.90
Br -1.015 -3.743 1.716 0.00
C -3.035 -4.265 -0.169 -0.45
N -4.109 -4.670 -0.158 -0.49
C -1.659 -2.260 -0.777 -0.20
C -0.968 -1.191 0.093 -0.33
N -0.214 -0.561 0.695 -0.13
H 1.795 -2.775 1.290 0.22
H 2.375 -4.514 1.139 0.23
H 3.326 -3.156 0.394 0.33
H 2.272 -3.893 -1.514 0.18
H 0.996 -2.740 -1.048 -0.36
H 0.615 -5.560 0.222 -0.15
H 0.855 -5.603 -1.523 0.29
H -2.709 -1.962 -0.999 0.64
H -1.128 -2.320 -1.765 0.00
C -0.403 1.566 4.543 0.18
Cl -1.310 0.199 3.888 0.04
Cl -1.454 2.994 4.615 -0.12
Cl 0.170 1.173 6.176 -0.12
Cl 0.978 1.906 3.491 0.04
C 4.048 -0.706 -2.609 0.14
Cl 5.547 -0.641 -1.661 -0.09
Cl 4.014 -2.203 -3.561 -0.12
Cl 2.663 -0.660 -1.511 0.16
Cl 3.976 0.690 -3.695 -0.05
C 2.471 3.369 -0.789 0.12
Cl 3.948 2.794 -1.588 0.08
Cl 1.422 4.154 -1.982 -0.11
Cl 1.615 1.990 -0.071 0.00
Cl 2.912 4.539 0.474 -0.07
C -5.476 -0.503 3.827 0.23
Cl -6.903 -0.378 2.785 -0.10
Cl -4.196 -1.386 2.974 0.01
Cl -4.897 1.126 4.234 -0.09
Cl -5.901 -1.372 5.311 -0.07
C -2.563 -0.905 -4.572 0.03
Cl -1.014 -0.367 -3.890 -0.03
Cl -2.990 -2.487 -3.895 0.01
Cl -3.826 0.272 -4.167 0.08
Cl -2.422 -1.038 -6.330 -0.05
C 7.779 2.703 0.450 0.23
Cl 6.884 1.309 -0.186 -0.02
Cl 6.701 4.108 0.532 -0.06
Cl 8.386 2.329 2.074 -0.10
Cl 9.143 3.068 -0.622 -0.09
C -2.960 -6.376 -4.665 0.28
Cl -2.122 -5.685 -3.264 -0.02
Cl -1.970 -6.146 -6.118 -0.11
Cl -3.226 -8.108 -4.399 -0.11
Cl -4.522 -5.565 -4.880 -0.10
C -5.158 3.958 -3.929 0.34
Cl -4.741 3.984 -5.651 -0.09
Cl -6.152 2.530 -3.585 -0.12
Cl -3.675 3.890 -2.962 -0.06
Cl -6.067 5.423 -3.517 -0.10
C 5.564 5.349 -4.625 0.27
Cl 4.669 3.959 -5.269 -0.08
Cl 4.486 6.752 -4.533 -0.10
Cl 6.169 4.962 -3.005 -0.01
Cl 6.928 5.719 -5.694 -0.10
C -7.138 0.918 8.631 0.30
Cl -6.315 1.608 10.042 -0.10
Cl -6.145 1.165 7.186 0.00
Cl -7.387 -0.820 8.884 -0.11
Cl -8.707 1.713 8.414 -0.10
C 3.318 5.090 5.138 0.22
Cl 4.855 5.690 5.784 -0.06
Cl 2.961 3.503 5.830 -0.06
Cl 2.020 6.224 5.557 -0.11
Cl 3.427 4.947 3.373 -0.01
C -0.292 -8.567 1.623 0.30
Cl 0.383 -9.983 0.797 -0.10
Cl 1.029 -7.514 2.164 -0.12
Cl -1.342 -7.677 0.506 -0.04
Cl -1.236 -9.095 3.026 -0.10
C -5.599 -1.481 -8.695 0.31
Cl -4.067 -2.182 -9.251 -0.11
Cl -5.345 -0.658 -7.147 -0.03
Cl -6.184 -0.315 -9.895 -0.10
Cl -6.797 -2.770 -8.490 -0.10
C 6.539 9.527 6.561 0.33
Cl 6.848 9.256 8.285 -0.10
Cl 7.639 8.523 5.599 -0.09
Cl 4.864 9.091 6.185 -0.05
Cl 6.809 11.236 6.174 -0.10
```

* 2S+1: 1
* HOMO-LUMO gap: 10.8 eV

=====

# 4
ORCA calculation (ωB97M-V/def2-TZVPD) on a structure of composition C17H18BN7O2ReS2.

```
48
Properties=species:S:1:pos:R:3:lowdin_spin:R:1
H 0.903 3.464 -0.362 0.00
N 0.497 1.854 -1.713 0.11
B 0.087 0.376 -3.790 0.01
N 0.433 1.749 -3.128 0.03
C 0.815 2.920 -3.623 0.04
Re 1.630 0.570 -0.940 2.26
H 0.919 3.042 -4.686 0.00
C 1.068 3.815 -2.589 0.02
H 1.449 4.811 -2.676 0.00
C 0.805 3.176 -1.392 0.05
H 0.167 0.468 -4.995 0.00
C -1.625 -2.500 0.966 0.00
H -0.952 -2.908 1.727 0.00
H -0.946 -1.983 0.250 0.00
H -2.164 -3.213 0.346 0.00
N -1.354 -0.013 -3.381 0.00
N 1.058 -0.767 -3.318 0.02
N -1.696 -0.140 -2.049 0.02
N 1.356 -0.985 -1.937 0.10
C -2.422 -0.292 -4.146 0.00
C 1.845 -1.573 -4.035 0.06
H -2.337 -0.245 -5.228 0.00
H 1.893 -1.489 -5.114 0.00
C -3.482 -0.631 -3.308 0.00
C 2.555 -2.417 -3.180 0.02
C -2.959 -0.533 -1.983 0.00
C 2.157 -2.138 -1.884 0.04
H -4.484 -0.923 -3.574 0.00
H 3.312 -3.130 -3.456 0.00
H -3.436 -0.743 -1.015 0.00
H 2.454 -2.535 -0.928 0.00
H -2.191 -1.710 1.344 0.00
O 2.079 2.826 5.426 -0.01
S 2.241 1.455 5.025 0.00
O 3.232 0.663 5.715 0.00
N 2.377 1.295 3.338 -0.01
C 1.396 0.639 2.799 0.04
S 1.862 0.053 1.151 0.19
C 0.297 0.254 3.729 0.01
C -0.967 -0.344 3.568 0.00
C -1.719 -0.717 4.697 0.00
C -1.258 -0.429 5.996 0.00
C -0.045 0.262 6.172 0.00
C 0.679 0.603 5.027 0.00
H -1.345 -0.481 2.560 0.00
H -2.674 -1.240 4.566 0.00
H -1.845 -0.733 6.866 0.00
H 0.338 0.520 7.162 0.00
```

* energy above the lowest of the compared OMol25 structures with the same formula, charge and spin: 2.4982 eV
* charge: +2
* 2S+1: 4
* HOMO-LUMO gap (alpha / beta): 4.6 / 4.3 eV

=====

# 5
ORCA calculation (ωB97M-V/def2-TZVPD) on a structure of composition C4H10NOS.

```
17
Properties=species:S:1:pos:R:3:mulliken_charge:R:1
C -2.162 -0.062 -0.072 -0.67
C -1.362 -1.250 -0.612 -0.50
S 0.385 -1.412 -0.077 -0.46
N -1.681 1.261 -0.416 -0.62
H -2.216 -0.131 0.994 0.30
H -3.193 -0.158 -0.435 0.37
H -1.411 -1.258 -1.705 0.24
H -1.849 -2.161 -0.262 0.24
H -1.707 1.390 -1.415 0.25
H -0.692 1.354 -0.167 0.31
O 1.234 1.634 -0.128 -0.74
C 1.785 0.542 -0.116 0.10
C 2.526 0.100 1.131 -0.98
H 2.193 0.133 -1.052 0.33
H 3.078 -0.825 0.972 0.28
H 1.843 -0.054 1.951 0.24
H 3.230 0.895 1.410 0.33
```

* energy above the lowest of the compared OMol25 structures with the same formula, charge and spin: 1.6311 eV
* charge: -1
* 2S+1: 1
* HOMO-LUMO gap: 7.1 eV

=====

Largest force on an atom, respectively: 4.23, 4.73, 2.69, 4.06, 1.26 eV/Å.